# 1
Computed, not measured: a molecular structure, C33H55BBrFIN2O5P, with wB97M-V/def2-TZVPD.

Calculated values
E_tot = -139153.5443 eV
Max |F| = 2.810 eV/Å
Frontier orbital gap = 0.067 Ha

```
100
Properties=species:S:1:pos:R:3:forces:R:3
C 2.900903 2.361128 5.207278 -0.20 -0.14 -0.48
C 1.524117 2.174572 4.541253 0.87 0.55 0.17
C 1.434053 3.088476 3.311864 0.17 -0.73 -0.05
C 0.555684 2.555259 2.142618 -0.18 1.22 0.05
C 0.105718 3.707025 1.212624 0.01 -0.08 0.77
C -0.527882 1.595342 2.559104 0.31 -0.89 -0.29
C -0.254811 0.210603 2.438436 -0.21 0.25 0.10
C 1.019394 -0.232167 1.992072 0.07 -0.14 0.10
C 1.329744 -1.544693 1.795403 -0.18 0.20 0.21
C 2.703089 -1.947625 1.318172 -0.19 0.36 0.47
O 2.759832 -2.187811 -0.060474 -0.03 -0.24 0.07
C 2.220100 -1.114538 -0.827895 0.19 0.08 -0.07
C 0.327870 -2.483658 2.026379 0.10 -0.32 0.07
O 0.669287 -3.804367 1.791497 -0.12 0.49 -0.33
B 0.609339 -4.213585 0.451202 0.24 0.33 0.14
O -0.243474 -3.569892 -0.400107 -0.19 -0.55 0.19
O 1.391564 -5.252446 0.056074 -0.20 -0.13 0.26
C -0.938189 -2.149762 2.507296 0.15 0.04 -0.32
C -1.838828 -3.345829 2.684278 0.01 -0.56 0.55
C -1.773371 -3.987952 4.116584 -0.38 0.28 -0.69
C -1.094670 -3.142886 5.162917 -0.08 -0.17 0.14
F -1.262650 -3.761233 6.396685 0.09 -0.10 0.17
C -1.242064 -0.779594 2.752586 -0.23 -0.67 -0.11
C -2.531603 -0.303581 3.261087 -0.04 0.64 0.15
C -3.621190 -1.263468 3.681700 -0.82 0.03 0.25
Br -4.088927 -1.105047 5.615278 0.05 -0.05 -0.13
C -4.896690 -1.337253 2.805807 -0.03 0.19 -0.37
C -4.721477 -0.768132 1.398626 0.04 -0.26 0.05
C -2.737750 1.046606 3.356912 0.00 0.15 0.10
I -4.602971 1.880300 3.962170 0.08 -0.51 -0.23
N -1.752923 2.011736 3.040563 0.73 0.25 -0.59
P -2.187764 3.684410 3.293204 -2.25 -0.08 1.68
C -1.129464 4.650680 4.397600 1.18 0.34 -0.81
C -2.803052 4.539575 1.813015 0.62 0.21 -0.05
H 2.922912 2.006101 6.231606 0.04 0.03 0.15
H 3.625636 1.791849 4.627483 0.18 -0.09 0.07
H 3.231301 3.394094 5.144456 -0.06 0.22 0.32
H 0.747351 2.388034 5.271369 -0.29 -0.17 -0.04
H 1.479119 1.135135 4.240304 -0.39 -0.20 0.03
H 2.453334 3.144475 2.931498 0.09 0.17 -0.24
H 1.168685 4.102694 3.584526 -0.08 0.06 0.09
H 1.256617 2.051180 1.506956 -0.15 -0.67 -0.08
H -0.767279 3.412021 0.643679 0.07 0.06 -0.39
H -0.136025 4.587725 1.798495 -0.08 0.17 -0.07
H 0.929233 3.988699 0.564977 0.02 -0.10 -0.24
H 1.817014 0.453566 1.793054 0.11 0.24 0.08
H 3.396078 -1.152923 1.618372 0.09 0.14 -0.18
H 3.004282 -2.837269 1.863490 0.12 -0.28 -0.24
H 1.137123 -1.196298 -0.886874 -0.12 -0.04 -0.20
H 2.677364 -1.135399 -1.811158 -0.17 -0.11 -0.21
H 2.452346 -0.146549 -0.381038 0.17 0.10 0.08
H -0.422460 -4.153277 -1.146381 0.10 0.34 -0.32
H 1.958220 -5.503277 0.792630 0.13 -0.23 -0.13
H -2.855111 -3.150172 2.368583 -0.08 0.08 -0.01
H -1.541079 -4.154634 2.037196 0.33 0.15 -0.47
H -2.796989 -4.212366 4.410143 -0.06 -0.03 0.37
H -1.248558 -4.936318 4.051957 0.06 -0.12 0.01
H -1.516802 -2.150385 5.257231 -0.09 0.24 -0.06
H -0.026309 -3.060230 4.975167 0.14 0.02 -0.02
H -3.308722 -2.280388 3.721677 0.66 0.23 0.14
H -5.743278 -0.885707 3.305820 -0.10 0.19 0.08
H -5.156390 -2.385840 2.668148 0.06 -0.22 0.30
H -3.787458 -1.121982 0.965857 0.16 0.10 -0.11
H -4.743769 0.313762 1.383081 0.13 0.23 -0.02
H -5.511792 -1.122592 0.742021 -0.18 -0.03 0.02
H -0.456018 5.317861 3.856407 0.13 0.08 0.07
H -1.712606 5.269889 5.069718 -0.50 -0.15 -0.06
H -0.517940 3.994947 5.007049 -0.04 -0.16 0.07
H -3.017294 3.803012 1.045785 0.07 -0.06 -0.18
H -2.121471 5.304176 1.447117 0.05 -0.06 -0.28
H -3.742162 5.021222 2.070996 -0.12 -0.07 0.21
C 3.704911 -0.485337 -6.841258 0.15 -0.02 -0.15
C 2.618299 0.506975 -6.387032 0.33 -0.33 -0.64
C 1.782367 0.926997 -7.602885 -0.35 0.06 -0.10
C 0.847180 -0.154880 -8.153411 -0.02 -0.01 0.03
C 0.381468 -1.146111 -7.076312 0.19 -0.04 -0.25
C 0.445591 -0.605540 -5.643042 -0.23 -0.38 -0.44
N 1.812734 -0.185114 -5.362365 -0.07 0.47 0.42
O 1.981500 0.262312 -4.116089 0.00 -0.08 0.35
C 0.111110 -1.768751 -4.708560 -0.11 -0.10 0.25
C -0.604493 0.494497 -5.439856 -0.13 0.24 0.09
C 3.311197 1.754362 -5.859956 0.04 0.15 0.29
H 4.326094 -0.775822 -5.993056 -0.07 0.01 0.06
H 4.356144 -0.042061 -7.602567 -0.03 0.04 0.02
H 3.268414 -1.392605 -7.261657 -0.05 0.01 0.02
H 1.185266 1.801971 -7.333150 0.06 -0.01 0.11
H 2.451254 1.268667 -8.397219 0.09 -0.02 0.06
H -0.017839 0.330230 -8.611792 0.02 0.02 0.00
H 1.339214 -0.704624 -8.958827 0.01 -0.03 0.02
H -0.635484 -1.476479 -7.300630 -0.05 0.03 0.13
H 1.000081 -2.046427 -7.130870 0.06 0.03 0.12
H 0.874654 -2.545183 -4.775937 0.05 0.05 -0.03
H -0.850808 -2.211050 -4.982779 -0.02 0.05 -0.05
H 0.049174 -1.439072 -3.671432 0.10 0.07 -0.02
H -1.603669 0.100874 -5.645750 0.02 -0.05 -0.02
H -0.447422 1.352355 -6.094780 0.03 -0.04 -0.01
H -0.591983 0.851753 -4.409795 0.15 -0.02 0.00
H 3.918821 2.192155 -6.655477 -0.05 -0.05 -0.10
H 3.969491 1.527569 -5.023771 -0.10 -0.04 0.04
H 2.588688 2.503312 -5.532950 -0.02 -0.06 0.07
```
Positions in Å, forces in eV/Å.

# 2
Computed, not measured: a gas-phase ion, C3H11NP (charge +1), with wB97M-V/def2-TZVPD.

Calculated values
E_tot = -14059.1903 eV
Charge = +1
Max |F| = 5.585 eV/Å
Frontier orbital gap = 0.372 Ha
Relative energy (zero: lowest compared OMol25 entry of this formula, charge and spin) = 4.056 eV

```
16
Properties=species:S:1:pos:R:3:forces:R:3
C 2.225330 -0.128102 0.266981 -0.73 5.51 -0.59
C -1.471033 -1.341950 -0.036569 -3.33 -0.57 -1.86
C 0.187530 1.150790 0.026766 -1.58 -1.97 3.48
N 0.928464 0.039364 -0.450067 1.09 1.36 -0.28
P -1.622942 0.440967 0.175140 -1.14 0.93 -0.77
H 3.075703 0.676632 0.022161 -1.98 -1.78 0.53
H 1.902297 -0.086658 1.280412 0.32 0.48 1.08
H 2.526621 -1.054290 0.165478 1.96 -4.59 -1.07
H -0.573014 -1.508166 -0.549675 1.30 0.33 -1.08
H -1.303836 -1.943846 0.806467 -0.56 -0.63 1.53
H -2.326915 -1.748380 -0.774451 1.69 0.93 2.13
H 0.065448 1.988424 -0.544469 -0.10 2.17 -1.81
H 0.341403 1.503018 1.091955 0.64 -0.64 -1.22
H 0.961079 0.115391 -1.469257 0.55 -0.26 0.40
H -2.691616 1.103194 1.039094 1.71 -1.27 -0.66
H -2.224519 0.793610 -1.049967 0.15 0.01 0.18
```
Positions in Å, forces in eV/Å.

# 3
Computed, not measured: a molecular structure, C11H26ClI2MoN2P2, with wB97M-V/def2-TZVPD.

Calculated values
<S²> = 2.0161
2S+1 = 3
E_tot = -63936.4809 eV
Charge = +3
Max |F| = 2.574 eV/Å
Frontier orbital gap (spin up / spin down) = 0.169 / 0.105 Ha

```
45
Properties=species:S:1:pos:R:3:forces:R:3
I -3.568553 1.886113 -2.078700 0.76 1.04 -1.95
I -2.313800 2.986292 -4.305241 -1.04 -0.80 1.64
Mo 0.979877 0.021609 0.030490 2.09 0.34 -1.47
P 1.269611 2.459021 0.340934 0.76 1.77 0.26
C 0.176048 3.852929 -0.113847 -0.48 -0.20 -0.14
C 1.351699 2.762864 2.172006 -0.22 -0.56 -0.26
H 1.559366 3.845072 2.307869 -0.06 -0.75 0.02
H 3.027543 4.097631 0.476269 -0.13 -0.18 -0.12
H 2.134358 2.144037 2.635397 -0.14 0.33 -0.10
H 3.678298 2.509268 -0.012946 -0.08 0.22 -0.03
H -0.868688 3.638085 0.129225 0.08 0.14 0.01
H 0.386243 2.499970 2.621314 0.19 0.18 0.06
C 2.859755 3.218016 -0.157114 0.26 -0.38 -0.26
H 0.516649 4.700034 0.501735 -0.18 -0.22 -0.30
H 2.842146 3.539881 -1.204604 -0.02 -0.18 0.18
H 0.257258 4.125831 -1.173845 0.06 -0.17 0.27
P 0.547946 -1.570723 -1.881884 0.13 -1.10 -1.47
C -0.831685 -1.684259 -3.076898 -0.37 0.35 0.22
C 1.869252 -2.026486 -3.069509 0.38 0.43 0.18
H 1.078630 -3.338146 -0.284252 -0.08 -0.26 -0.11
H 0.493939 -4.003963 -1.856971 -0.08 0.42 0.47
H -0.670047 -3.308648 -0.656956 0.25 -0.09 -0.06
C 0.338510 -3.227571 -1.083938 -0.06 0.52 0.47
H 2.836936 -2.071080 -2.560930 -0.09 -0.04 -0.23
H 1.600395 -3.017097 -3.466113 0.13 0.34 0.15
H -0.776267 -2.704557 -3.489375 -0.12 0.41 0.09
H -0.735020 -0.960049 -3.893643 0.04 -0.14 0.20
H 1.915241 -1.319254 -3.906372 0.09 -0.07 0.28
H -1.793405 -1.548711 -2.575015 -0.02 -0.09 -0.15
Cl 3.379963 -0.142499 -0.179222 -2.34 -0.26 0.35
C -4.046130 -1.377974 1.546421 -1.41 -0.07 0.24
C -2.620834 -1.169293 1.851385 1.19 -0.01 0.09
C -1.628422 -1.615101 2.771267 -0.16 -0.13 0.08
C -0.396190 -1.176998 2.302171 -1.61 1.13 -1.07
N -0.633665 -0.418152 1.201126 0.48 0.09 -0.76
N -1.959119 -0.461480 0.921690 -0.09 0.69 -0.47
C 1.017839 -1.220604 2.689914 1.09 -0.26 0.82
H -4.252763 -2.452961 1.487149 -0.17 0.22 0.37
H -4.760215 -0.860938 2.216943 0.53 -0.61 0.11
H -4.320513 -0.987854 0.553988 0.44 -0.05 0.13
H -1.690551 -2.133024 3.714108 -0.63 -0.31 -0.17
H -2.413453 0.157201 0.211344 0.93 -1.01 0.99
H 1.171938 -0.469994 3.494842 0.20 -0.58 -0.35
H 1.701430 -0.947964 1.801263 -0.65 -0.67 1.79
H 1.288450 -2.228474 3.048523 0.14 0.55 -0.04
```
Positions in Å, forces in eV/Å.

Please write out number 3 again, unchanged.
Computed, not measured: a molecular structure, C11H26ClI2MoN2P2, with wB97M-V/def2-TZVPD.

Calculated values
<S²> = 2.0161
2S+1 = 3
E_tot = -63936.4809 eV
Charge = +3
Max |F| = 2.574 eV/Å
Frontier orbital gap (spin up / spin down) = 0.169 / 0.105 Ha

```
45
Properties=species:S:1:pos:R:3:forces:R:3
I -3.568553 1.886113 -2.078700 0.76 1.04 -1.95
I -2.313800 2.986292 -4.305241 -1.04 -0.80 1.64
Mo 0.979877 0.021609 0.030490 2.09 0.34 -1.47
P 1.269611 2.459021 0.340934 0.76 1.77 0.26
C 0.176048 3.852929 -0.113847 -0.48 -0.20 -0.14
C 1.351699 2.762864 2.172006 -0.22 -0.56 -0.26
H 1.559366 3.845072 2.307869 -0.06 -0.75 0.02
H 3.027543 4.097631 0.476269 -0.13 -0.18 -0.12
H 2.134358 2.144037 2.635397 -0.14 0.33 -0.10
H 3.678298 2.509268 -0.012946 -0.08 0.22 -0.03
H -0.868688 3.638085 0.129225 0.08 0.14 0.01
H 0.386243 2.499970 2.621314 0.19 0.18 0.06
C 2.859755 3.218016 -0.157114 0.26 -0.38 -0.26
H 0.516649 4.700034 0.501735 -0.18 -0.22 -0.30
H 2.842146 3.539881 -1.204604 -0.02 -0.18 0.18
H 0.257258 4.125831 -1.173845 0.06 -0.17 0.27
P 0.547946 -1.570723 -1.881884 0.13 -1.10 -1.47
C -0.831685 -1.684259 -3.076898 -0.37 0.35 0.22
C 1.869252 -2.026486 -3.069509 0.38 0.43 0.18
H 1.078630 -3.338146 -0.284252 -0.08 -0.26 -0.11
H 0.493939 -4.003963 -1.856971 -0.08 0.42 0.47
H -0.670047 -3.308648 -0.656956 0.25 -0.09 -0.06
C 0.338510 -3.227571 -1.083938 -0.06 0.52 0.47
H 2.836936 -2.071080 -2.560930 -0.09 -0.04 -0.23
H 1.600395 -3.017097 -3.466113 0.13 0.34 0.15
H -0.776267 -2.704557 -3.489375 -0.12 0.41 0.09
H -0.735020 -0.960049 -3.893643 0.04 -0.14 0.20
H 1.915241 -1.319254 -3.906372 0.09 -0.07 0.28
H -1.793405 -1.548711 -2.575015 -0.02 -0.09 -0.15
Cl 3.379963 -0.142499 -0.179222 -2.34 -0.26 0.35
C -4.046130 -1.377974 1.546421 -1.41 -0.07 0.24
C -2.620834 -1.169293 1.851385 1.19 -0.01 0.09
C -1.628422 -1.615101 2.771267 -0.16 -0.13 0.08
C -0.396190 -1.176998 2.302171 -1.61 1.13 -1.07
N -0.633665 -0.418152 1.201126 0.48 0.09 -0.76
N -1.959119 -0.461480 0.921690 -0.09 0.69 -0.47
C 1.017839 -1.220604 2.689914 1.09 -0.26 0.82
H -4.252763 -2.452961 1.487149 -0.17 0.22 0.37
H -4.760215 -0.860938 2.216943 0.53 -0.61 0.11
H -4.320513 -0.987854 0.553988 0.44 -0.05 0.13
H -1.690551 -2.133024 3.714108 -0.63 -0.31 -0.17
H -2.413453 0.157201 0.211344 0.93 -1.01 0.99
H 1.171938 -0.469994 3.494842 0.20 -0.58 -0.35
H 1.701430 -0.947964 1.801263 -0.65 -0.67 1.79
H 1.288450 -2.228474 3.048523 0.14 0.55 -0.04
```
Positions in Å, forces in eV/Å.

Question: Look up the E_tot of the second one.
Answer: -14059.1903 eV

Question: What is the E_tot in the first record?
Answer: -139153.5443 eV